(1)
Formula: C42H59N2O9S
Source: the OMol25 dataset
Level of theory: ωB97M-V with the def2-TZVPD basis set

```
113
Properties=species:S:1:pos:R:3:lowdin_charge:R:1
C 7.800 -1.419 4.109 0.03
C 6.857 -1.373 3.173 -0.08
C 6.333 -2.580 2.393 -0.47
O 5.299 -3.066 2.742 0.13
O 6.980 -3.148 1.318 -0.02
C 6.678 -2.417 0.101 -0.19
C 6.866 -3.281 -1.170 -0.15
C 5.718 -4.316 -1.430 -0.17
C 4.325 -3.805 -0.971 -0.21
C 3.103 -4.418 -1.725 -0.13
C 1.792 -3.585 -1.428 -0.09
N 1.606 -3.320 0.026 -0.02
C 2.084 -2.019 0.595 -0.23
C 1.520 -0.690 -0.015 -0.12
C 2.570 -0.098 -1.024 -0.18
C 3.680 0.752 -0.280 -0.18
C 3.258 2.273 -0.176 -0.19
C 2.854 2.666 1.281 -0.21
C 2.255 4.115 1.452 -0.19
C 1.426 4.666 0.245 -0.20
C -0.062 4.154 0.186 -0.15
C -0.212 2.621 0.018 -0.20
O -1.629 2.348 0.099 -0.26
C -1.921 1.055 -0.409 -0.13
C 1.835 -2.278 2.112 0.00
C 0.386 -3.031 2.158 -0.31
C -0.544 -1.870 2.651 -0.11
C -2.088 -2.127 2.452 -0.17
C -2.835 -1.595 3.739 -0.19
S -2.608 0.217 3.943 0.62
O -2.713 0.901 2.673 -0.28
O -3.661 0.714 4.795 -0.28
O -1.175 0.577 4.632 -0.16
O 0.693 -4.093 3.104 0.05
C -0.417 -4.696 3.522 -0.32
N -1.303 -5.354 3.752 0.22
C 0.241 -3.466 0.645 -0.19
C -0.469 -4.810 0.323 -0.01
H 8.181 -0.471 4.538 0.08
H 8.248 -2.345 4.505 0.08
H 6.402 -0.377 2.992 0.11
H 7.445 -1.600 0.048 0.14
H 5.695 -1.903 0.181 0.10
H 7.003 -2.574 -2.024 0.13
H 7.831 -3.828 -1.044 0.13
H 5.772 -4.629 -2.495 0.12
H 5.973 -5.226 -0.833 0.13
H 4.163 -3.938 0.121 0.11
H 4.304 -2.703 -1.166 0.09
H 3.259 -4.579 -2.809 0.13
H 2.893 -5.432 -1.287 0.13
H 1.909 -2.632 -1.996 0.13
H 0.944 -4.114 -1.908 0.13
H 2.130 -4.068 0.513 0.18
H 3.186 -1.861 0.520 0.13
H 1.457 0.033 0.834 0.10
H 0.494 -0.779 -0.429 0.11
H 3.131 -0.903 -1.561 0.09
H 2.042 0.497 -1.797 0.11
H 3.940 0.316 0.710 0.11
H 4.584 0.715 -0.936 0.11
H 2.464 2.464 -0.929 0.09
H 4.158 2.874 -0.444 0.12
H 2.203 1.891 1.758 0.08
H 3.800 2.644 1.882 0.11
H 3.056 4.815 1.783 0.11
H 1.545 4.060 2.317 0.12
H 1.912 4.547 -0.746 0.10
H 1.339 5.769 0.407 0.11
H -0.669 4.528 1.043 0.13
H -0.503 4.621 -0.730 0.12
H 0.248 2.087 0.881 0.11
H 0.164 2.236 -0.961 0.12
H -3.031 0.949 -0.405 0.09
H -1.593 0.891 -1.463 0.10
H -1.513 0.287 0.296 0.06
H 1.813 -1.320 2.664 0.14
H 2.524 -3.048 2.532 0.13
H -0.284 -0.996 2.005 0.11
H -0.260 -1.579 3.682 0.12
H -2.336 -3.191 2.257 0.11
H -2.458 -1.491 1.615 0.10
H -3.921 -1.809 3.732 0.12
H -2.395 -2.055 4.659 0.11
H -0.948 -0.045 5.349 0.10
H -0.365 -2.721 0.080 0.16
H -0.715 -4.894 -0.759 0.09
H -1.418 -4.934 0.889 0.09
H 0.145 -5.714 0.562 0.11
C -9.853 4.132 -5.672 -0.05
C -8.763 4.440 -6.481 -0.06
C -7.475 4.351 -5.975 0.00
C -7.271 3.965 -4.654 -0.09
C -8.366 3.679 -3.836 -0.08
C -9.656 3.753 -4.353 0.00
C -8.169 3.313 -2.410 -0.28
O -9.121 3.060 -1.698 0.11
C -6.787 3.270 -1.868 -0.08
C -6.587 2.985 -0.520 0.00
C -5.299 2.929 -0.006 -0.04
C -4.203 3.150 -0.838 -0.06
C -4.400 3.440 -2.181 0.01
C -5.690 3.510 -2.697 -0.08
C -5.887 3.856 -4.129 -0.28
O -4.931 4.052 -4.855 0.10
H -10.858 4.193 -6.071 0.11
H -8.919 4.747 -7.508 0.11
H -6.629 4.586 -6.609 0.12
H -10.507 3.519 -3.725 0.12
H -7.435 2.810 0.130 0.12
H -5.146 2.712 1.045 0.11
H -3.190 3.098 -0.435 0.08
H -3.547 3.615 -2.826 0.12
```

Total charge ... +1
LUMO ... -0.086 Ha
Frontier orbital gap ... 8.448 eV

***

(2)
Formula: C14H16O
Source: the OMol25 dataset
Level of theory: ωB97M-V with the def2-TZVPD basis set

```
31
Properties=species:S:1:pos:R:3:lowdin_charge:R:1
C -0.152 0.535 4.613 -0.05
C 0.587 0.694 3.295 -0.29
C -0.113 0.427 2.112 -0.03
C 0.617 0.470 0.944 -0.02
C 1.994 0.725 0.933 -0.33
O 2.651 0.563 -0.273 0.02
C 2.621 1.125 2.077 -0.01
C 1.918 1.023 3.295 -0.05
H 0.393 0.982 5.434 0.07
H -0.207 -0.497 4.856 0.07
H -1.140 0.948 4.570 0.07
H -1.129 0.101 2.214 0.11
H 0.193 0.583 -0.050 0.09
H 2.501 -0.352 -0.539 0.11
H 3.663 1.420 2.174 0.12
H 2.391 1.254 4.240 0.11
C -0.986 -2.803 -3.274 -0.05
C -1.131 -1.349 -2.862 -0.28
C -0.264 -0.396 -3.435 -0.05
C -0.405 0.947 -3.112 -0.09
C -1.246 1.318 -2.084 -0.12
C -2.001 0.378 -1.395 -0.10
C -1.985 -0.940 -1.856 -0.06
H -0.262 -2.920 -4.083 0.07
H -1.950 -3.168 -3.594 0.08
H -0.492 -3.335 -2.454 0.08
H 0.298 -0.715 -4.307 0.11
H 0.107 1.699 -3.699 0.10
H -1.356 2.370 -1.863 0.10
H -2.453 0.598 -0.435 0.10
H -2.664 -1.683 -1.440 0.11
```

Structure (SMILES) ... Cc1ccc(O)cc1.Cc1ccccc1
LUMO ... 0.028 Ha
Frontier orbital gap ... 9.328 eV

***

(3)
Formula: C4H14N2O2
Source: the OMol25 dataset
Level of theory: ωB97M-V with the def2-TZVPD basis set

```
22
Properties=species:S:1:pos:R:3:lowdin_charge:R:1
N 2.065 -0.884 -0.864 -0.01
C 1.027 -0.433 0.132 -0.22
C -0.149 0.161 -0.724 -0.39
N 0.280 0.922 -1.921 0.03
C -1.042 1.118 0.213 -0.13
C -2.223 1.617 -0.633 -0.22
O -3.312 1.900 0.317 -0.09
H 2.969 -0.741 -0.570 0.01
H 1.938 -1.938 -0.982 0.10
H 0.581 -1.314 0.703 0.12
H 1.379 0.396 0.734 0.10
H -0.774 -0.707 -1.037 0.14
H 0.583 0.333 -2.633 0.03
H 1.171 1.422 -1.702 0.09
H -0.461 1.789 0.725 0.07
H -1.464 0.360 0.995 0.15
H -1.949 2.539 -1.081 0.10
H -2.435 0.942 -1.361 0.07
H -4.179 1.524 0.166 0.07
O 1.615 -3.062 3.312 -0.05
H 2.010 -3.272 2.463 0.02
H 2.367 -2.672 3.747 0.02
```

Structure (SMILES) ... NC[C@H](N)CCO.O
LUMO ... 0.020 Ha
Frontier orbital gap ... 9.595 eV

***

Q: Look up the frontier orbital gap of the second one.
A: 9.328 eV

***

Q: frontier orbital gap of number 3 (C4H14N2O2)?
A: 9.595 eV

***

Q: Among the records above, which one has the highest LUMO?
A: C14H16O

***

Q: Among the records above, which one has the lowest frontier orbital gap?
A: C42H59N2O9S